Arrangement w

The following is a quantum chemistry calculation of a 4-piece molecular cluster, C12H16O2 overall, from the OMol25 dataset.

Summary:
lowest unoccupied orbital energy = -0.26 eV
HOMO-LUMO gap = 8.539 eV

Last column: Mulliken charge in e.
Atoms and positions in Å:
O  -1.28  -1.28  1.05  -0.432
O  -2.12  0.97  0.46  -0.413
C  -1.70  1.99  1.60  -0.240
C  -2.96  1.97  2.49  -0.711
C  -0.85  0.61  -0.08  0.705
C  3.42  -1.17  -0.80  -0.233
C  -2.44  -1.70  0.55  -0.588
C  1.46  0.03  -1.33  0.768
C  -0.34  1.59  -0.80  -0.565
C  -0.53  -0.57  0.17  -0.065
C  2.72  -0.66  -2.05  -0.461
C  0.83  1.30  -1.58  -0.791
C  0.84  -0.74  -0.29  -0.653
C  4.06  -2.31  -0.48  -0.710
H  2.48  -1.63  -2.61  0.228
H  1.14  -1.82  -0.19  0.270
H  -2.81  -2.39  1.27  0.317
H  -0.99  3.04  1.17  0.329
H  1.63  1.89  -2.18  0.172
H  -3.34  0.69  3.27  0.232
H  -2.31  -2.00  -0.55  0.276
H  3.83  -0.43  -0.25  0.398
H  -1.02  2.37  -1.03  0.613
H  -0.69  1.44  2.26  0.268
H  -3.20  -0.69  0.79  0.117
H  -4.27  2.14  1.21  0.176
H  -2.45  3.17  3.40  0.212
H  4.80  -2.36  0.48  0.199
H  3.13  0.12  -2.55  0.360
H  4.32  -3.19  -1.18  0.223


Arrangement x

The following is a quantum chemistry calculation of a 2-piece molecular cluster, C12H16O2 overall, from the OMol25 dataset.

Summary:
lowest unoccupied orbital energy = 0.20 eV
SMILES string = O=C(O)c1ccccc1.CC=C(C)C
HOMO-LUMO gap = 8.931 eV

Last column: Mulliken charge in e.
Atoms and positions in Å:
O  -0.36  3.04  0.60  -0.414
O  -0.37  2.70  2.83  -0.595
C  -0.67  2.35  1.72  0.444
C  -2.67  -0.73  2.32  -0.185
C  1.86  -0.91  -1.69  1.153
C  1.66  0.28  0.58  -1.071
C  1.13  -1.15  -3.00  -1.596
C  -2.05  0.92  0.15  -0.419
C  -3.14  -1.00  1.06  -0.392
C  -1.60  1.26  1.44  0.291
C  3.24  -1.50  -1.69  -1.269
C  -2.81  -0.21  -0.04  -0.391
C  -1.86  0.40  2.58  -0.523
C  1.23  -0.21  -0.76  -0.157
H  3.16  -2.45  -2.30  0.391
H  -3.13  -0.43  -1.03  0.462
H  0.63  -2.03  -3.08  0.363
H  0.14  0.10  -0.83  -0.065
H  -1.54  0.66  3.63  0.360
H  -3.50  -2.02  0.94  0.319
H  1.85  -1.24  -3.73  0.514
H  -2.90  -1.50  3.24  0.205
H  0.52  -0.21  -3.22  0.327
H  4.00  -0.76  -2.05  0.232
H  3.47  -1.78  -0.68  0.401
H  2.05  1.31  0.56  0.186
H  -1.81  1.58  -0.62  0.518
H  0.77  0.29  1.14  0.099
H  2.41  -0.34  0.92  0.480
H  0.28  3.59  1.00  0.332


Going by the energies, arrangement x is most stable and the next is 1380.7 kJ/mol up.